(1)
# C2H2N4

One molecule with the formula C2H2N4 (ωB97M-V/def2-TZVPD, the OMol25 dataset).

```
8
Properties=species:S:1:pos:R:3:mulliken_charge:R:1
C -0.55 0.77 -0.20 -0.01
C 0.53 0.11 -0.84 -0.10
N 0.90 -1.00 -0.16 -0.16
N 0.49 -1.44 1.02 -0.15
N -0.39 -0.72 1.64 -0.14
N -0.71 0.44 1.07 -0.18
H -1.15 1.55 -0.75 0.31
H 0.89 0.29 -1.78 0.42
```

Summary:
Net charge: 0
Spin multiplicity: 1
Energy above the lowest of the compared OMol25 structures with the same formula, charge and spin in kcal per mole: 80.4
SMILES string: c1cnnnn1
Energy in eV: -8062.6457

(2)
# C26H46AlINO10

C26H46AlINO10 as an isolated structure (ωB97M-V/def2-TZVPD, the OMol25 dataset).

```
85
Properties=species:S:1:pos:R:3:mulliken_charge:R:1
C 0.66 2.89 -0.48 -0.59
C 0.44 1.37 0.13 -0.08
C 0.24 1.35 1.79 -0.42
I 1.87 2.43 2.82 -0.11
Al 0.21 -0.59 2.49 -0.47
C -1.28 -0.75 3.93 -0.12
N -0.73 -0.97 5.34 -0.79
C -0.21 -1.98 0.99 -0.04
C -0.28 -3.50 1.67 -0.20
C 0.77 -4.56 0.92 -0.60
C 2.09 -4.63 1.95 -0.54
O 2.78 -3.34 1.79 -0.20
C 3.53 -2.95 2.99 0.72
C 4.97 -2.16 2.74 -0.90
O 3.15 -3.11 4.26 -0.53
H -0.09 3.15 -1.36 0.23
H 0.51 3.74 0.34 0.00
H 1.74 2.92 -0.97 0.23
H 1.39 0.72 -0.19 0.15
H -0.54 0.92 -0.37 0.05
H -0.79 1.91 2.03 0.24
H 1.62 -0.88 3.17 -0.17
H -1.92 0.24 3.83 0.18
H -1.88 -1.72 3.66 0.22
H 0.00 -1.73 5.22 0.27
H -1.52 -1.46 5.85 0.26
H 0.58 -1.89 0.13 0.28
H -1.30 -1.74 0.60 -0.29
H -1.36 -3.95 1.67 0.27
H 0.02 -3.32 2.81 0.10
H 0.29 -5.61 0.72 0.26
H 1.15 -4.01 -0.04 0.24
H 2.71 -5.57 1.64 0.27
H 1.64 -4.83 3.01 0.33
H 5.87 -2.88 2.56 0.29
H 4.82 -1.56 1.72 0.23
H 5.14 -1.36 3.58 0.26
O -3.26 -1.28 -1.05 -0.64
C -3.00 -2.34 -1.60 0.58
O -2.69 -3.49 -0.95 -0.26
C -2.34 -4.50 -1.90 -0.51
C -2.98 -4.06 -3.19 -0.17
C -2.94 -2.55 -3.09 -0.24
H -1.24 -4.54 -1.97 0.21
H -2.71 -5.47 -1.57 0.33
H -2.47 -4.45 -4.08 0.25
H -4.02 -4.40 -3.22 0.16
H -2.00 -2.14 -3.46 0.22
H -3.79 -2.09 -3.59 0.14
O -3.08 -5.25 -6.29 -0.60
C -4.02 -4.49 -6.43 0.46
O -4.16 -3.30 -5.77 -0.20
C -5.43 -2.73 -6.10 -0.46
C -5.83 -3.36 -7.40 -0.54
C -5.22 -4.74 -7.30 -0.42
H -6.13 -2.96 -5.29 0.28
H -5.33 -1.64 -6.18 0.33
H -6.91 -3.38 -7.56 0.32
H -5.37 -2.82 -8.24 0.27
H -5.88 -5.44 -6.80 0.26
H -4.92 -5.11 -8.28 0.29
O -1.00 6.66 -2.75 -0.61
C -1.18 6.62 -1.55 0.50
O -1.80 5.59 -0.90 -0.34
C -1.94 5.93 0.48 -0.37
C -0.89 6.97 0.75 -0.46
C -0.81 7.69 -0.57 -0.36
H -2.96 6.30 0.65 0.30
H -1.79 5.03 1.09 0.26
H -1.14 7.62 1.59 0.34
H 0.07 6.49 0.96 0.21
H -1.53 8.51 -0.64 0.25
H 0.20 8.06 -0.76 0.27
O 6.97 7.03 3.04 -0.60
C 6.52 5.92 3.25 0.48
O 5.33 5.68 3.89 -0.35
C 5.16 4.27 4.06 -0.03
C 6.04 3.64 3.02 -0.46
C 7.18 4.62 2.91 -0.33
H 5.46 4.01 5.07 0.23
H 4.11 4.01 3.91 -0.10
H 6.36 2.63 3.28 0.30
H 5.51 3.58 2.06 0.26
H 7.97 4.41 3.64 0.25
H 7.59 4.65 1.89 0.27
```

Summary:
Net charge: -1
Spin multiplicity: 1
Energy above the lowest of the compared OMol25 structures with the same formula, charge and spin in kcal per mole: 141.0
Energy in eV: -64367.5746

(3)
# C22H34IN3O5Sn

C22H34IN3O5Sn as an isolated structure (ωB97M-V/def2-TZVPD, the OMol25 dataset).

```
66
Properties=species:S:1:pos:R:3:mulliken_charge:R:1
C -4.48 -2.99 3.81 -1.34
C -3.48 -2.28 4.73 -0.44
C -3.53 -0.75 4.53 -0.76
C -2.21 -0.17 4.06 -0.52
N -2.31 1.28 3.74 -0.51
N -2.03 1.55 2.41 0.39
C -2.65 1.00 1.23 -0.04
O -3.80 0.87 1.07 -0.46
C -1.48 0.77 0.34 -0.26
C -1.41 0.08 -0.84 -1.07
C -0.17 -0.03 -1.49 0.52
C -0.12 -0.83 -2.77 -0.90
C 0.99 -1.85 -2.88 1.04
O 0.84 -2.60 -4.09 -0.62
C 0.96 -2.87 -1.72 -0.96
N 2.24 -3.17 -1.11 -0.62
C 0.96 0.58 -0.92 0.56
O 2.17 0.50 -1.53 -0.46
C 2.51 1.68 -2.32 -0.67
C 2.75 1.37 -3.77 -0.85
O 1.58 1.60 -4.52 -0.37
C 1.46 0.74 -5.65 -0.10
C 0.06 0.86 -6.21 -1.20
C 0.90 1.28 0.31 0.39
C 2.11 1.86 0.96 -0.83
C 2.43 1.19 2.32 -0.42
C 2.82 2.18 3.42 -1.25
I 4.86 2.74 3.25 0.15
C -0.36 1.36 0.91 0.74
C -0.73 1.99 2.16 0.00
O -0.15 2.72 2.94 -0.50
H -4.30 -2.72 2.78 0.34
H -5.48 -2.70 4.09 0.36
H -4.37 -4.06 3.93 0.40
H -3.71 -2.52 5.76 0.35
H -2.48 -2.62 4.48 0.35
H -4.30 -0.49 3.81 0.49
H -3.79 -0.23 5.46 0.45
H -1.77 -0.77 3.26 0.61
H -1.53 -0.30 4.98 0.30
H -3.28 1.52 3.96 0.45
H -2.30 -0.39 -1.24 0.63
H -0.11 -0.11 -3.58 -0.17
H -1.06 -1.38 -2.83 0.67
H 1.97 -1.39 -2.92 -0.01
H 0.25 -2.13 -4.69 0.39
H 0.53 -3.78 -2.12 0.49
H 0.28 -2.51 -0.94 0.21
H 2.55 -2.45 -0.48 0.25
H 2.94 -3.35 -1.81 0.29
H 3.38 2.14 -1.86 0.43
H 1.70 2.40 -2.26 0.40
H 3.52 2.05 -4.12 0.54
H 3.14 0.36 -3.91 0.33
H 1.62 -0.29 -5.31 0.18
H 2.20 1.00 -6.41 0.49
H -0.35 1.84 -6.05 0.30
H 0.05 0.59 -7.26 0.39
H -0.60 0.15 -5.73 0.26
H 2.07 2.94 1.06 0.63
H 2.96 1.64 0.32 0.30
H 1.57 0.56 2.64 -0.21
H 3.26 0.49 2.21 0.60
H 2.25 3.09 3.31 0.55
H 2.62 1.78 4.41 0.34
Sn -0.17 0.97 4.70 0.94
```

Summary:
Net charge: +2
Spin multiplicity: 1
Energy above the lowest of the compared OMol25 structures with the same formula, charge and spin in kcal per mole: 0.0
Energy in eV: -51985.5648